C6H10O | ωB97M-V with the def2-TZVPD basis set

Computed properties:
Total charge ... 0
Highest occupied orbital energy (alpha / beta) ... -0.275 / -0.274 hartree
Energy ... -309.61366 Ha
Energy above the lowest of the compared OMol25 structures with the same formula, charge and spin ... 143.5 kcal per mole
2S+1 ... 1

Atoms and positions in Å:
C: -1.079 1.073 -0.410
C: -2.022 1.326 0.446
C: -1.621 -0.115 0.327
C: -2.522 -1.101 -0.390
C: 3.824 -0.341 0.740
C: 2.408 0.704 -0.760
O: 3.393 -0.054 -0.437
H: -0.391 1.403 -1.148
H: -2.684 2.007 0.922
H: -2.867 -0.676 -1.331
H: -3.397 -1.340 0.217
H: -1.989 -2.025 -0.603
H: -1.026 -0.560 1.123
H: 4.688 -0.971 0.797
H: 3.371 0.074 1.626
H: 2.196 0.791 -1.808
H: 1.814 1.210 -0.016


C28H33I2N7O2PmS2Te | ωB97M-V with the def2-TZVPD basis set

Computed properties:
Total charge ... +1
Highest occupied orbital energy (alpha / beta) ... -0.369 / -0.369 hartree
⟨S²⟩ ... 6.01
Energy ... -3888.48435 Ha
2S+1 ... 5

Atoms and positions in Å:
Pm: 0.419 -0.330 1.396
I: 5.609 3.454 6.653
C: 4.115 2.750 5.416
C: 2.928 3.462 5.321
C: 1.889 3.024 4.496
I: 0.089 4.141 4.319
C: 2.088 1.876 3.688
O: 1.111 1.387 2.906
C: 3.276 1.149 3.793
C: 3.551 -0.139 2.964
N: 3.175 -0.151 1.511
C: 3.773 0.897 0.653
C: 2.695 1.594 -0.017
C: 2.710 3.001 -0.177
C: 1.767 3.646 -0.968
C: 0.749 2.869 -1.576
C: 0.738 1.514 -1.294
N: 1.604 0.897 -0.481
C: 4.222 1.528 4.721
H: 2.862 4.421 5.874
H: 3.106 -1.050 3.383
H: 4.661 -0.336 3.082
H: 3.514 -1.045 1.174
H: 4.583 0.476 -0.001
H: 4.248 1.639 1.361
H: 3.597 3.553 0.215
H: 1.749 4.742 -1.114
H: -0.039 3.273 -2.213
H: 0.038 0.863 -1.812
H: 5.128 0.930 4.945
C: -1.929 3.509 0.834
Te: -2.295 1.418 0.649
C: -3.774 1.511 2.169
H: -2.823 4.112 0.899
H: -1.366 3.841 -0.064
H: -1.288 3.660 1.714
H: -3.283 1.070 3.010
H: -4.518 0.838 1.847
H: -4.029 2.528 2.394
C: 0.844 -2.994 -3.527
C: 0.844 -1.804 -2.732
N: -0.304 -1.342 -2.287
C: -1.492 -1.783 -2.743
C: -1.547 -2.828 -3.677
C: -0.358 -3.402 -4.081
C: -2.814 -3.379 -4.170
C: -3.863 -2.717 -4.781
C: -3.982 -1.365 -5.214
C: -5.146 -0.755 -5.719
C: -5.117 0.545 -6.097
N: -4.000 1.233 -6.156
C: -2.910 0.685 -5.704
N: -2.850 -0.556 -5.249
H: 1.753 -3.466 -3.804
H: 1.773 -1.305 -2.389
H: -2.465 -1.377 -2.451
H: -0.367 -4.154 -4.854
H: -2.897 -4.500 -4.141
H: -4.761 -3.302 -4.902
H: -6.049 -1.355 -5.765
H: -5.973 1.092 -6.463
H: -1.979 1.235 -5.784
C: 0.443 -5.514 0.646
O: -0.571 -4.486 0.719
C: -0.283 -3.223 0.783
S: -1.636 -2.273 1.027
S: 1.388 -2.786 0.608
H: -0.025 -6.517 0.579
H: 1.037 -5.511 1.561
H: 1.045 -5.422 -0.248
N: -0.882 -0.063 4.562
N: 0.046 -0.949 3.963
H: -1.773 -0.327 4.140
H: -0.581 0.891 4.283
H: -0.200 -1.935 4.123
H: 1.002 -0.813 4.270


C30H34ClF16I2N3O2S | ωB97M-V with the def2-TZVPD basis set

Computed properties:
Total charge ... 0
Highest occupied orbital energy ... -0.291 hartree
Energy ... -4529.27030 Ha
2S+1 ... 1

Atoms and positions in Å:
C: -0.733 1.063 1.132
C: -1.293 -0.420 0.609
S: -1.114 -0.657 -1.252
C: 0.552 -1.392 -1.695
C: 1.767 -0.755 -0.739
C: 2.701 0.386 -1.427
N: 3.824 1.048 -0.680
C: 4.007 0.514 0.712
C: 5.254 1.165 1.604
C: 6.266 2.356 1.015
C: 5.463 3.643 0.388
C: 6.065 5.112 0.880
Cl: 5.756 3.606 -1.479
C: 5.561 0.599 3.140
C: 6.807 1.155 4.090
C: 8.254 0.504 3.673
C: 9.607 1.482 3.583
N: 8.488 -0.837 3.400
C: 4.639 -0.597 3.779
C: 4.843 -1.277 5.275
I: 4.681 -3.501 5.178
C: 3.722 -0.811 6.381
C: 4.407 -0.820 7.906
I: 2.158 -2.399 6.396
C: 3.408 -1.177 2.865
C: 3.055 -0.661 1.314
N: 1.888 -1.331 0.644
H: -1.592 1.625 1.729
H: 0.155 0.860 1.900
H: -0.319 1.716 0.235
H: -2.452 -0.411 0.849
H: -0.730 -1.284 1.165
H: 0.499 -2.550 -1.423
H: 0.823 -1.343 -2.844
H: 2.499 0.750 -2.538
H: 6.955 1.843 0.186
H: 7.004 2.773 1.825
H: 4.301 3.612 0.561
H: 6.074 5.898 -0.019
H: 7.182 5.027 1.232
H: 5.401 5.542 1.754
H: 6.595 0.931 5.237
H: 6.871 2.337 4.003
H: 9.386 2.332 2.785
H: 9.732 1.948 4.659
H: 10.555 0.842 3.270
H: 7.575 -1.335 3.510
H: 5.910 -1.079 5.733
H: 3.257 0.244 6.179
H: 3.580 -0.492 8.691
H: 4.804 -1.907 8.197
H: 5.356 -0.115 7.913
H: 2.714 -2.023 3.341
C: -6.622 -2.925 0.268
C: -5.292 -2.155 0.217
C: -5.251 -1.004 -0.780
F: -5.447 -1.414 -2.053
F: -4.036 -0.394 -0.760
F: -4.277 -3.034 0.006
F: -5.079 -1.639 1.469
O: -6.680 -4.133 -0.497
C: -6.986 -3.966 -1.880
C: -5.829 -4.378 -2.799
F: -4.699 -3.674 -2.536
F: -6.134 -4.142 -4.105
F: -7.409 -2.697 -2.093
F: -8.065 -4.762 -2.118
H: -6.749 -3.256 1.305
H: -7.487 -2.278 0.079
H: -6.004 -0.247 -0.544
H: -5.599 -5.439 -2.687
C: -5.892 0.242 -4.717
C: -7.343 0.735 -4.596
C: -8.246 0.375 -5.768
F: -7.813 0.899 -6.937
F: -9.501 0.863 -5.576
F: -7.339 2.076 -4.363
F: -7.867 0.166 -3.465
O: -4.941 1.194 -5.205
C: -4.873 1.317 -6.625
C: -5.320 2.698 -7.123
F: -6.589 2.988 -6.741
F: -5.306 2.754 -8.483
F: -5.561 0.299 -7.193
F: -3.568 1.113 -6.952
H: -5.553 0.021 -3.698
H: -5.818 -0.717 -5.244
H: -8.329 -0.709 -5.887
H: -4.665 3.483 -6.741